1 | Molecular formula: C10H30BrN6O4
Method: DFT, ωB97M-V/def2-TZVPD

```
! RIJCOSX wB97M-V def2-TZVPD def2/J DEFGRID3
* xyz -1 1
Br 0.78 -1.08 1.12
C -0.44 0.68 -2.66
C -0.81 -0.83 -2.72
C 0.41 -1.70 -3.00
O -0.03 -2.92 -3.66
C 0.96 -3.67 -4.26
N -1.53 -1.23 -1.49
H 0.27 0.87 -1.86
H -1.33 1.27 -2.47
H 0.15 1.21 -3.41
H -1.41 -0.94 -3.62
H 1.08 -1.99 -2.18
H 1.14 -1.04 -3.48
H 0.63 -4.69 -4.43
H 1.78 -3.86 -3.57
H 1.44 -3.25 -5.14
H -1.57 -2.23 -1.39
H -1.02 -1.03 -0.64
C -1.60 2.23 1.17
C -2.35 1.82 2.48
C -3.86 1.26 2.43
O -4.27 0.81 3.72
C -5.49 0.10 3.69
N -1.47 0.91 3.17
H -1.02 1.42 0.73
H -0.79 2.92 1.42
H -2.09 2.76 0.35
H -2.31 2.75 3.05
H -4.00 0.53 1.64
H -4.62 1.99 2.17
H -5.74 -0.45 4.59
H -5.47 -0.60 2.86
H -6.28 0.81 3.42
H -2.13 0.54 3.83
H -1.17 0.16 2.56
C 4.55 -1.38 -0.22
O 5.74 -1.44 -0.48
N 3.54 -0.95 -0.91
N 4.05 -1.90 0.87
H 3.82 -0.53 -1.78
H 2.57 -0.98 -0.62
H 4.57 -2.43 1.55
H 3.09 -1.75 1.13
C 2.98 2.75 0.76
O 3.42 3.90 0.68
N 1.77 2.41 0.74
N 3.69 1.61 0.79
H 1.40 1.49 0.95
H 1.18 3.21 0.58
H 3.08 0.81 0.85
H 4.70 1.63 0.71
*
```

- HOMO energy: -6.0 eV
- E_LUMO: 2.763 eV
- HOMO-LUMO gap: 8.7 eV

=====

2 | Molecular formula: C10H30BrN6O4
Method: DFT, ωB97M-V/def2-TZVPD

```
! RIJCOSX wB97M-V def2-TZVPD def2/J DEFGRID3
* xyz -1 1
Br -23.29 18.42 9.26
C -23.17 15.73 8.92
C -22.80 16.21 7.51
C -23.33 15.30 6.40
O -22.66 14.00 6.46
C -23.54 12.93 6.49
N -23.26 17.51 7.31
H -24.19 15.36 8.91
H -23.03 16.59 9.58
H -22.47 14.95 9.20
H -21.71 16.17 7.46
H -23.10 15.74 5.43
H -24.41 15.19 6.47
H -24.58 13.10 6.18
H -23.69 12.56 7.50
H -22.99 12.09 6.07
H -24.26 17.36 7.38
H -23.00 17.92 8.20
C -23.01 15.93 11.35
C -24.45 16.33 10.83
C -25.51 15.69 11.66
O -25.55 14.33 11.30
C -26.67 13.64 12.00
N -24.47 17.70 10.95
H -22.69 14.89 11.19
H -22.89 16.02 12.43
H -22.36 16.65 10.86
H -24.44 15.95 9.80
H -26.50 16.01 11.35
H -25.50 15.82 12.74
H -26.99 12.87 11.29
H -27.46 14.37 12.18
H -26.27 13.20 12.91
H -25.31 18.16 10.64
H -23.80 18.04 10.27
C -21.99 21.29 8.88
O -21.92 21.23 7.69
N -22.52 20.47 9.68
N -21.75 22.37 9.49
H -22.73 20.82 10.60
H -23.00 19.65 9.36
H -22.03 22.62 10.43
H -21.38 23.12 8.93
C -22.76 20.45 11.72
O -23.21 21.52 11.25
N -22.54 20.15 12.99
N -22.51 19.39 11.11
H -21.98 19.34 13.19
H -22.78 20.78 13.74
H -22.71 18.63 11.74
H -22.59 19.37 10.10
*
```

- HOMO energy: -2.5 eV
- E_LUMO: 2.850 eV
- HOMO-LUMO gap: 5.3 eV

=====

Relative energy of each structure, in kJ/mol: 1 0.0; 2 3797.2.

=====

1 | Molecular formula: CH4F2Si
Method: DFT, ωB97M-V/def2-TZVPD

```
! RIJCOSX wB97M-V def2-TZVPD def2/J DEFGRID3
* xyz 0 1
C 0.32 0.06 -0.54
F -2.48 -1.16 -0.22
F -2.31 1.20 -0.17
Si -1.40 -0.05 0.22
H 1.04 -0.46 0.10
H 0.34 -0.31 -1.52
H 0.49 1.26 -0.64
H -0.96 0.34 2.20
*
```

- HOMO energy: -10.3 eV
- E_LUMO: 0.480 eV
- HOMO-LUMO gap: 10.7 eV

=====

2 | Molecular formula: CH4F2Si
Method: DFT, ωB97M-V/def2-TZVPD

```
! RIJCOSX wB97M-V def2-TZVPD def2/J DEFGRID3
* xyz 0 1
C -1.92 -0.07 -0.39
F 2.59 1.45 0.21
F 2.61 -0.97 -0.52
Si 1.77 0.06 0.35
H -1.91 0.52 -1.30
H -2.20 -1.11 -0.69
H -2.40 0.38 0.61
H 1.46 -0.26 1.73
*
```

- HOMO energy (spin up / spin down): -9.4 / -8.2 eV
- E_LUMO (spin up / spin down): -0.663 / -0.177 eV
- HOMO-LUMO gap (spin up / spin down): 8.7 / 8.0 eV

=====

3 | Molecular formula: CH4F2Si
Method: DFT, ωB97M-V/def2-TZVPD

```
! RIJCOSX wB97M-V def2-TZVPD def2/J DEFGRID3
* xyz 0 1
C 0.02 0.46 0.90
F -1.81 -0.46 -1.19
F 0.17 -1.84 -0.79
Si -0.28 -0.33 -0.82
H -0.42 1.40 1.31
H -0.26 -0.44 1.53
H 1.02 0.51 1.01
H 1.56 0.71 -1.94
*
```

- HOMO energy: -9.5 eV
- E_LUMO: -0.473 eV
- HOMO-LUMO gap: 9.1 eV

=====

4 | Molecular formula: CH4F2Si
Method: DFT, ωB97M-V/def2-TZVPD

```
! RIJCOSX wB97M-V def2-TZVPD def2/J DEFGRID3
* xyz 0 1
C -0.35 -0.47 0.36
F 2.25 1.74 0.94
F 0.16 3.02 0.48
Si 0.99 1.76 -0.04
H -0.81 -0.70 -0.58
H 0.39 -1.18 0.68
H -1.05 -0.20 1.13
H 1.44 1.98 -1.39
*
```

- HOMO energy: -9.5 eV
- E_LUMO: 0.577 eV
- HOMO-LUMO gap: 10.1 eV

=====

Relative energy of each structure, in kJ/mol: 1 0.0; 2 252.1; 3 109.6; 4 16.0.

=====

1 | Molecular formula: C4H13N2O2
Method: DFT, ωB97M-V/def2-TZVPD

```
! RIJCOSX wB97M-V def2-TZVPD def2/J DEFGRID3
* xyz 1 1
C 2.28 -1.02 0.45
C -4.30 -0.07 -0.22
C 0.37 2.14 0.78
C -2.17 -0.65 0.56
N -1.17 -1.20 0.49
N 1.27 -2.09 0.32
O -3.25 -0.05 0.75
O 0.27 1.25 -0.32
H 2.03 -0.22 -0.25
H 2.26 -0.62 1.46
H 3.28 -1.40 0.24
H -4.33 -1.02 -0.75
H -4.16 0.75 -0.92
H -5.22 0.08 0.34
H 1.40 2.47 0.92
H 0.05 1.59 1.66
H -0.28 3.01 0.65
H 0.43 1.75 -1.13
H 0.26 -1.67 0.40
H 1.39 -2.80 1.04
H 1.34 -2.53 -0.60
*
```

- HOMO energy: -13.8 eV
- E_LUMO: -2.682 eV
- HOMO-LUMO gap: 11.1 eV

=====

2 | Molecular formula: C4H13N2O2
Method: DFT, ωB97M-V/def2-TZVPD

```
! RIJCOSX wB97M-V def2-TZVPD def2/J DEFGRID3
* xyz 1 1
O -0.71 2.67 1.66
C -0.57 1.47 1.74
C -0.10 0.68 0.54
C -1.11 -0.39 0.23
C -0.59 -1.84 0.53
N 0.00 -2.35 -0.70
N -0.02 1.66 -0.60
H -0.91 1.04 2.68
H 0.92 0.38 0.78
H -1.37 -0.42 -0.83
H -2.07 -0.37 0.75
H -1.43 -2.46 0.84
H 0.10 -1.83 1.40
H 0.95 -2.06 -0.84
H -0.31 -3.27 -0.97
H -1.02 1.81 -0.76
H 0.49 2.50 -0.33
H 0.28 1.36 -1.53
H 2.46 0.67 -2.27
H 2.77 0.00 -0.99
O 2.26 0.76 -1.33
*
```

- HOMO energy: -12.8 eV
- E_LUMO: -3.299 eV
- HOMO-LUMO gap: 9.5 eV

=====

3 | Molecular formula: C4H13N2O2
Method: DFT, ωB97M-V/def2-TZVPD

```
! RIJCOSX wB97M-V def2-TZVPD def2/J DEFGRID3
* xyz 1 1
C -1.79 0.49 1.11
C -0.80 -0.31 0.28
C 0.19 0.63 -0.40
C 1.04 -0.03 -1.47
N 2.31 0.37 -1.59
O 0.61 -1.01 -2.09
N -1.58 -0.99 -0.84
H -2.46 -0.14 1.69
H -2.44 1.10 0.48
H -1.27 1.17 1.77
H -0.43 -1.11 0.90
H -0.48 1.37 -0.85
H 0.81 1.13 0.34
H 2.58 1.18 -1.05
H 2.92 0.00 -2.30
H -2.33 -0.41 -1.21
H -2.00 -1.84 -0.47
H -0.83 -1.23 -1.56
H 1.81 0.37 3.01
H 2.49 -0.60 2.04
O 1.66 -0.15 2.21
*
```

- HOMO energy: -14.5 eV
- E_LUMO: -2.774 eV
- HOMO-LUMO gap: 11.7 eV

=====

Relative energy of each structure, in kJ/mol: 1 256.4; 2 238.7; 3 0.0.